[1]
C23H33BrFN3O18P2 | the ωB97M-V functional and the def2-TZVPD basis

As for the LUMO energy: -0.078 eV. The orbital gap comes out at 8.521 eV. The value obtained for the total energy is -5771.25014 Ha. Its HOMO energy is -8.6 eV. As for the total charge: 0. The SMILES is N=[PH2][C@@H](O)O[C@@H]([C@H](F)Nc1cccnc1)P(O)Br.O=C1OCCO1.O=C1OCCO1.O=C1OCCO1.O=C1OCCO1.O=C1OCCO1.

Structure (XYZ):
```
81
Properties=species:S:1:pos:R:3:forces:R:3
N 2.54331 -2.95928 -0.69906 -1.2 0.5 -0.7
P 1.54078 -1.86857 -1.37933 1.5 -3.3 1.7
C 1.13109 -0.59770 -0.03417 1.1 1.3 0.3
O 2.35125 0.18483 0.15714 -1.8 -0.5 -1.4
O 0.09581 0.35674 -0.36824 -0.1 -1.9 0.4
C -1.21266 -0.24846 -0.48675 0.1 1.3 0.7
C -2.03671 -0.36415 0.88891 -0.2 -0.4 1.1
F -1.15713 -0.46976 2.05521 -0.8 0.2 -2.1
N -2.87410 -1.58402 0.90479 -0.9 1.8 -1.0
C -4.12129 -1.44356 0.14466 -3.1 -1.6 -2.6
C -4.54705 -2.66924 -0.74857 -2.8 3.3 -0.1
C -5.89524 -2.53915 -1.52075 1.7 2.8 2.8
C -6.68533 -1.22304 -1.31990 1.5 -1.1 0.3
N -6.31879 -0.08873 -0.53898 2.8 -4.4 -0.3
C -5.08585 -0.23444 0.16095 0.7 -1.5 -0.3
P -2.22373 0.91926 -1.65179 -0.1 -0.4 -2.1
O -1.10090 1.34141 -2.91217 -0.7 -1.2 2.1
Br -2.66514 2.88879 -0.62761 0.8 -0.5 0.1
H 2.09801 -3.89454 -0.71166 0.4 0.8 0.1
H 2.17472 -1.31823 -2.53440 -1.0 0.5 0.7
H 0.34785 -2.61065 -1.71545 0.3 1.1 -0.4
H 0.97578 -1.16361 0.94402 0.0 0.7 -1.3
H 2.40648 0.72397 -0.67386 0.2 -0.4 1.0
H -1.23481 -1.26944 -0.99877 0.2 1.3 0.6
H -2.69327 0.55866 1.11321 1.2 -1.5 -0.5
H -2.35245 -2.43107 0.63801 -0.4 0.7 0.1
H -3.92459 -3.61987 -0.84543 -0.9 1.6 0.2
H -6.31256 -3.36380 -2.20092 0.9 1.5 1.3
H -7.69437 -1.15451 -1.87352 1.8 0.1 1.0
H -4.76977 0.65514 0.82323 -0.8 -1.5 -1.3
H -0.43729 0.61967 -2.99607 -0.3 0.7 0.0
O -1.41481 2.60632 7.06571 0.7 -0.1 -0.6
C -0.66092 2.28190 6.19227 -0.7 0.0 0.6
O -0.26303 3.09821 5.17704 -0.3 -0.3 0.5
C 0.79060 2.43242 4.49252 0.6 0.3 -0.6
C 0.54364 0.99081 4.81606 0.3 -0.8 -0.5
O -0.09220 1.05055 6.08644 -0.2 0.7 0.2
H 0.74645 2.63325 3.42111 -0.1 0.1 0.2
H 1.74800 2.79166 4.88195 -0.1 0.0 0.0
H -0.13425 0.51207 4.10367 0.0 0.1 0.1
H 1.46691 0.41205 4.87057 -0.2 0.0 0.2
O -4.59223 -3.45987 -4.22439 -0.9 0.4 -0.7
C -5.43290 -2.98439 -4.93723 0.9 -0.4 0.6
O -5.25679 -2.72361 -6.26084 -0.1 -0.1 0.7
C -6.52939 -2.38643 -6.79528 -0.2 0.1 -0.8
C -7.28557 -1.90858 -5.59296 -0.7 0.5 0.0
O -6.68681 -2.63410 -4.52774 0.6 -0.3 -0.3
H -6.43646 -1.61664 -7.56270 0.2 -0.1 0.1
H -6.97368 -3.28104 -7.24128 0.0 0.0 0.1
H -7.15083 -0.83829 -5.41132 0.0 -0.1 0.0
H -8.35290 -2.12511 -5.65868 0.1 -0.1 0.2
O 2.15487 -0.45138 -4.27276 0.7 0.0 -0.6
C 3.19191 -0.64405 -4.85082 -0.3 0.2 0.1
O 3.34648 -1.52064 -5.87658 -0.3 0.5 0.7
C 4.63662 -1.29339 -6.42968 0.4 -0.3 -0.8
C 5.38441 -0.66748 -5.29251 1.0 0.0 0.1
O 4.35808 -0.01264 -4.55843 -0.9 -0.3 -0.1
H 5.08798 -2.22949 -6.76108 -0.2 0.0 0.1
H 4.53992 -0.62228 -7.28790 0.0 0.0 0.1
H 5.86307 -1.40912 -4.64673 -0.1 0.1 0.0
H 6.13707 0.04602 -5.63033 -0.2 0.1 0.2
O 3.48563 7.25854 6.84212 -0.7 -0.6 0.3
C 2.59645 6.54192 7.20161 0.8 0.8 -0.3
O 1.54871 6.94321 7.97298 0.5 -0.2 -0.3
C 0.60780 5.87721 7.98886 -0.9 0.0 0.2
C 1.45186 4.67905 7.68121 -0.2 -0.9 0.2
O 2.50331 5.21866 6.89242 0.0 0.6 0.0
H 0.11874 5.80467 8.96120 0.1 0.2 -0.1
H -0.15062 6.06292 7.22293 0.1 0.0 0.0
H 1.88099 4.22755 8.58069 0.0 0.1 0.0
H 0.90420 3.91556 7.12835 0.2 0.2 0.0
O 8.34570 -0.48484 -0.81948 -0.7 -0.3 0.4
C 7.38660 -0.88001 -0.21873 0.7 0.4 -0.5
O 6.26556 -0.14361 0.00929 0.7 -0.3 -0.1
C 5.28629 -1.02744 0.54292 -0.9 0.1 0.1
C 6.11120 -2.12845 1.13398 -0.3 -0.6 0.6
O 7.27910 -2.12424 0.32329 0.1 0.6 -0.3
H 4.67105 -0.52128 1.28758 0.1 0.1 -0.2
H 4.64422 -1.37639 -0.27013 0.0 -0.1 0.2
H 6.39911 -1.92660 2.17024 0.0 0.0 -0.1
H 5.60878 -3.09576 1.08785 0.2 0.1 -0.1
```
Positions in Å, forces in eV/Å.

Results of the Löwdin charge analysis, in e, for atoms 1 through 5: number 1, N, carries -0.339; number 2, P, carries 0.830; number 3, C, carries -0.464; number 4, O, carries -0.064; number 5, O, carries -0.185

=====

[2]
C23H33Cl2LuN4O4 | the ωB97M-V functional and the def2-TZVPD basis

As for the LUMO energy: -0.393 eV. The orbital gap comes out at 4.912 eV. The value obtained for the total energy is -3572.26697 Ha. Its HOMO energy is -5.3 eV. As for the total charge: 0. The energy above the lowest of the compared OMol25 structures with the same formula, charge and spin comes out at 214.0 kJ/mol.

Structure (XYZ):
```
67
Properties=species:S:1:pos:R:3:forces:R:3
O -0.39044 2.67579 -1.69878 0.8 2.1 -2.1
C 0.36691 3.37757 -2.40317 -0.8 -1.0 1.8
C -0.02601 4.61665 -3.05609 -0.5 0.8 -0.2
C -1.34280 4.91479 -3.48397 0.6 -0.2 0.0
H -2.13700 4.17207 -3.33144 0.4 0.4 -0.1
C -1.56981 6.11815 -4.14682 -0.1 0.1 0.1
H -2.56789 6.35851 -4.52276 0.3 -0.1 0.2
C -0.52724 7.03625 -4.34108 0.3 -0.2 0.1
H -0.70147 7.97870 -4.86187 -0.1 -0.3 0.1
C 0.75849 6.76273 -3.86277 -0.3 0.0 0.2
H 1.57265 7.46748 -4.00686 -0.2 0.0 0.0
C 0.99594 5.57216 -3.18819 -0.2 -0.6 -0.4
H 1.97500 5.31813 -2.78121 -0.1 0.2 -0.2
H 1.43247 3.11549 -2.43208 -0.2 0.0 -0.1
C 1.67788 0.16879 -3.04142 0.2 -0.6 -1.1
C 1.64445 -0.23604 -1.63831 -1.6 2.3 2.6
H 2.37607 -0.41597 -3.66412 -0.1 0.1 -0.2
H 1.98455 1.22348 -3.11084 0.0 -0.2 -0.1
H 0.67422 0.10171 -3.48291 0.1 0.0 -0.1
C 2.16472 -1.25834 -0.98925 0.6 -1.3 -0.2
C 2.72976 -2.53179 -1.60450 0.3 0.2 -0.1
H 2.19813 -1.26711 0.11105 -0.4 0.0 -0.2
H 3.13258 -2.31330 -2.60543 0.0 -0.2 0.2
H 1.95819 -3.31176 -1.72346 0.2 0.3 0.1
H 3.52564 -2.94953 -0.96687 -0.1 0.0 -0.3
Lu 0.01624 1.18462 -0.15937 2.4 -2.7 -0.6
Cl -1.71985 0.15607 -1.71690 -0.8 0.0 -0.1
Cl 1.90488 2.92346 0.17573 0.0 0.5 0.2
H -4.00538 3.91040 -0.61040 0.2 0.0 0.1
H -5.63446 2.73274 0.24418 -0.1 -0.1 0.1
C -3.13990 3.30613 -0.32940 0.0 0.0 0.0
C -5.04206 1.82549 0.35225 -0.1 -0.3 0.1
N -3.64491 2.20480 0.49516 0.3 -0.3 0.1
H -2.42262 3.90637 0.24274 -0.2 -0.1 -0.1
C -2.82932 1.45002 1.21587 1.2 0.4 -0.6
O -1.57944 1.66080 1.29392 -2.0 -0.1 0.4
H -5.34361 1.29846 1.26173 -0.1 0.1 -0.2
H -3.29274 0.58736 1.72338 0.1 0.3 0.0
H -2.63998 2.93930 -1.23558 -0.2 -0.1 0.3
H -5.21859 1.17170 -0.51501 0.2 0.2 0.2
H 2.81430 -0.70371 4.86972 0.0 0.1 -0.2
H 2.69175 1.75028 5.60037 0.1 0.1 -0.1
C 2.98594 -0.35692 3.84222 0.0 0.0 -0.1
C 2.88927 2.00478 4.55294 -0.2 0.0 0.0
N 2.39019 0.96326 3.67463 0.1 -0.1 0.2
H 2.53165 -1.05851 3.13872 0.1 0.2 0.1
C 1.52483 1.26760 2.71406 -0.5 -1.3 -1.8
O 1.16908 0.47604 1.79081 0.3 1.1 1.9
H 2.36694 2.92450 4.29235 0.2 0.1 0.2
H 1.12365 2.28772 2.74349 0.2 -0.1 0.1
H 4.07053 -0.29962 3.67795 -0.3 -0.1 -0.1
H 3.96728 2.13813 4.40720 -0.2 0.0 0.0
N -1.45036 -6.08155 -0.58243 -0.2 -0.1 -0.1
C -0.87615 -4.87125 -0.87572 0.6 0.0 -1.0
O -0.24431 -4.67627 -1.91572 -1.0 -0.3 1.3
C -0.99050 -3.82293 0.18311 0.4 0.9 0.4
C -1.20652 -4.08840 1.54524 0.2 0.3 -0.4
C -1.12217 -3.03495 2.45031 -0.1 0.5 -0.2
C -0.82693 -1.74395 1.97555 0.0 -0.9 -0.1
N -0.58758 -1.48822 0.68800 -0.7 0.1 0.3
C -0.71592 -2.49165 -0.18972 0.2 0.0 0.0
H -1.52190 -6.74412 -1.34206 0.1 0.1 0.1
H -2.13165 -6.17232 0.15620 0.1 0.1 -0.2
H -1.42118 -5.09894 1.88772 0.1 0.2 0.0
H -1.27301 -3.17270 3.51554 -0.1 -0.1 -0.1
H -0.78687 -0.90004 2.66397 0.2 -0.2 -0.2
H -0.60957 -2.18850 -1.23574 0.2 -0.4 0.4
```
Positions in Å, forces in eV/Å.

Results of the Löwdin charge analysis, in e, for atoms 1 through 5: number 1, O, carries -0.286; number 2, C, carries -0.203; number 3, C, carries -0.169; number 4, C, carries -0.004; number 5, H, carries 0.120

=====

[3]
C23H33ClFN3O5P | the ωB97M-V functional and the def2-TZVPD basis

As for the LUMO energy: -3.088 eV. The orbital gap comes out at 7.558 eV. The value obtained for the total energy is -2337.64774 Ha. Its HOMO energy is -10.6 eV. As for the total charge: +1. The energy above the lowest of the compared OMol25 structures with the same formula, charge and spin comes out at 61.6 kJ/mol. The SMILES is C=CC(=O)OCCCCCC[C@]1([C@@H](Cl)CC)O[C@@H](C(=O)NC(=O)F)[NH2+][C@@]1([PH2]=N)c1ccccc1.

Structure (XYZ):
```
67
Properties=species:S:1:pos:R:3:forces:R:3
C 5.43668 -0.30981 -0.17734 -0.7 0.2 0.4
C 4.51694 0.56336 0.37152 0.2 0.0 -0.7
C 4.79050 2.00721 0.55155 -0.6 0.1 -1.8
O 5.86423 2.36447 0.92625 0.3 0.3 0.1
O 3.74785 2.88451 0.34116 -0.3 -0.4 0.5
C 3.01123 3.09852 1.55826 -0.1 0.6 0.3
C 1.59469 3.61602 1.28461 0.3 -0.4 -0.7
C 1.00854 3.13895 -0.05263 -0.6 -0.1 -0.2
C -0.32804 2.38091 0.08920 1.0 0.6 -0.2
C -0.91166 2.15419 -1.31729 -0.4 -0.1 0.3
C -1.43440 0.74952 -1.71206 0.4 0.7 0.3
C -1.02750 -0.44541 -0.84956 -0.4 -1.8 -1.3
C 0.50931 -0.61204 -0.83289 0.5 0.0 0.1
Cl 1.06567 -1.82405 0.40399 -0.1 0.1 -0.1
C 1.15519 -1.01450 -2.16688 0.5 0.3 -0.4
C 1.59805 0.16451 -3.06023 0.0 -0.6 -0.3
O -1.52079 -1.56055 -1.72834 -0.2 0.0 0.1
C -1.89062 -2.69008 -1.03351 0.1 -0.3 0.1
C -0.99895 -3.90556 -1.26530 0.4 0.0 0.1
O -0.54593 -4.52774 -0.36149 0.1 -0.1 0.4
N -0.77570 -4.20367 -2.65516 -0.1 0.3 0.5
C -1.40824 -5.39818 -3.03838 0.0 -0.4 -0.2
O -1.88350 -6.21220 -2.33538 -0.5 -0.1 0.5
F -1.45062 -5.51686 -4.35104 0.4 0.3 -0.4
N -1.94744 -2.29626 0.42369 -0.4 -1.1 -0.4
C -1.90060 -0.79922 0.38356 -0.8 1.1 0.8
P -3.77866 -0.46707 0.07944 -1.0 0.0 1.0
N -4.58272 -0.98317 1.31049 0.2 -0.1 -0.6
C -1.68852 -0.22498 1.78096 0.5 0.2 0.5
C -0.95862 -0.89316 2.76548 -0.2 -0.2 -0.3
C -0.82439 -0.39666 4.05441 -0.1 0.1 0.3
C -1.42626 0.79972 4.42246 0.1 -0.3 -0.9
C -2.13414 1.48979 3.44121 0.1 0.0 0.6
C -2.27039 0.98788 2.15816 -0.1 0.2 0.1
H 5.62570 -0.29548 -1.24693 1.7 1.2 0.3
H 5.94621 -1.04409 0.44255 -1.3 -1.4 -0.5
H 3.53657 0.22043 0.70453 0.7 -0.3 1.7
H 2.96259 2.18012 2.14921 0.1 -0.1 -0.1
H 3.54953 3.84916 2.13836 0.1 -0.1 0.2
H 0.95263 3.24781 2.08566 0.0 0.3 0.2
H 1.61458 4.70249 1.28674 -0.1 0.0 0.2
H 0.81064 3.99102 -0.70566 0.1 0.1 0.0
H 1.69980 2.51126 -0.61953 0.2 0.0 0.1
H -0.96464 3.01322 0.70788 -0.3 -0.2 0.0
H -0.10269 1.47722 0.65391 -0.3 -0.1 0.0
H -0.17600 2.46560 -2.05653 0.1 -0.1 0.0
H -1.72742 2.86677 -1.44333 -0.1 -0.1 -0.1
H -1.03713 0.49805 -2.69354 0.0 0.0 -0.1
H -2.51086 0.78308 -1.86730 -0.1 -0.3 0.2
H 1.02189 0.29666 -0.53080 -0.3 0.2 0.2
H 2.07038 -1.53946 -1.90007 0.0 -0.1 0.0
H 0.58132 -1.71734 -2.76615 -0.4 0.0 0.3
H 0.93338 1.02183 -3.04725 0.1 0.1 0.1
H 2.62141 0.45252 -2.83081 -0.1 0.3 0.2
H 1.61783 -0.19459 -4.08923 0.0 0.1 -0.1
H -2.91014 -3.02781 -1.25950 0.0 0.2 -0.5
H 0.22885 -4.22527 -2.81592 -0.1 0.0 -0.4
H -1.27483 -2.78010 1.03080 0.6 0.3 -0.5
H -2.85319 -2.66776 0.74982 -0.1 0.6 0.6
H -4.15876 -1.24516 -1.03404 0.6 0.4 -0.4
H -3.94609 0.90231 -0.18039 0.3 -0.1 -0.6
H -5.14228 -0.25238 1.73200 0.0 -0.2 0.4
H -0.49168 -1.83957 2.53292 0.1 0.0 0.2
H -0.27331 -0.95321 4.80063 0.1 -0.1 -0.1
H -1.35366 1.18322 5.42801 0.0 0.0 0.1
H -2.60699 2.41452 3.74467 -0.1 0.1 -0.3
H -2.86754 1.58496 1.48196 0.1 -0.1 -0.2
```
Positions in Å, forces in eV/Å.

Results of the Löwdin charge analysis, in e, for atoms 1 through 5: number 1, C, carries 0.072; number 2, C, carries -0.064; number 3, C, carries -0.509; number 4, O, carries 0.174; number 5, O, carries -0.049

=====

Which value of orbital gap does entry 3 give?
7.558 eV